1.
A molecular structure, C28H36CaN4O2P2, computed with ωB97M-V with the def2-TZVPD basis set.

Kohn-Sham gap = 6.55 eV
Relative energy (zero: lowest compared OMol25 entry of this formula, charge and spin) = 1.320 eV
HOMO level = -0.2790 Ha

Positions of all 73 atoms, in Å:
1 Ca 0.21646 -2.57769 4.64925
2 C -1.35498 2.71900 4.51670
3 C -1.70928 1.91025 3.52030
4 C -0.92937 1.40747 2.33770
5 C 0.20046 0.37071 2.61918
6 C 1.52635 0.90136 3.08532
7 C 1.77196 2.12607 3.55998
8 C 0.91494 3.33659 3.47520
9 C -0.11079 3.53797 4.63671
10 C 1.99987 -2.63105 6.14594
11 H -2.05445 2.85321 5.35555
12 H -2.72401 1.48929 3.53752
13 H -0.56963 2.19185 1.64812
14 H -1.68214 0.79794 1.80161
15 H -0.24518 -0.41192 3.30566
16 H 0.39741 -0.16871 1.66689
17 H 2.35624 0.15254 3.04303
18 H 2.73340 2.32191 4.04549
19 H 0.38510 3.39381 2.52598
20 H 1.60123 4.19339 3.51653
21 H 0.36443 3.27688 5.59461
22 H -0.34560 4.61761 4.73016
23 H 1.81580 -2.22097 7.16362
24 H 2.81658 -2.00527 5.72455
25 H 2.45405 -3.62161 6.34651
26 P 1.34551 -1.20807 -1.95650
27 P -1.92258 -0.78771 -1.81140
28 N 2.74194 -0.18600 -2.11226
29 N 2.07951 -2.45516 -3.05199
30 N -2.14462 0.98008 -1.92241
31 N -3.52046 -1.12646 -2.49074
32 C 0.40562 -0.37385 -3.33101
33 C -1.01493 -0.94148 -3.42885
34 C 3.47278 0.27978 -1.01131
35 C 4.49618 1.09942 -1.48201
36 C 4.40307 1.12695 -2.91701
37 C 3.32053 0.33547 -3.27403
38 C 2.28873 -3.76638 -2.61729
39 C 2.75621 -4.52392 -3.68957
40 C 2.82482 -3.65599 -4.82792
41 C 2.41878 -2.39893 -4.40384
42 C -1.81602 1.76453 -0.81308
43 C -1.87145 3.10695 -1.16040
44 C -2.22380 3.16322 -2.54553
45 C -2.33300 1.85280 -2.99567
46 C -4.35309 -0.45158 -3.39228
47 C -5.48362 -1.22145 -3.62646
48 C -5.31788 -2.44797 -2.89925
49 C -4.09086 -2.38993 -2.25539
50 H 0.88500 -0.54365 -4.30499
51 H 0.41294 0.71188 -3.11681
52 H -1.56991 -0.41446 -4.22332
53 H -1.01033 -2.02827 -3.64891
54 H 3.17215 -0.00764 -0.01751
55 H 5.22191 1.61894 -0.88640
56 H 5.03277 1.64881 -3.61520
57 H 2.91398 0.14128 -4.24860
58 H 2.07210 -4.02961 -1.59274
59 H 3.02041 -5.56825 -3.66887
60 H 3.11959 -3.89841 -5.83922
61 H 2.34160 -1.49631 -4.98829
62 H -1.55097 1.26455 0.09727
63 H -1.68085 3.94415 -0.50130
64 H -2.37603 4.04940 -3.14379
65 H -2.52383 1.49367 -3.99443
66 H -4.10688 0.51108 -3.79675
67 H -6.32104 -0.92617 -4.23497
68 H -6.02144 -3.26049 -2.85484
69 H -3.55006 -3.10357 -1.65431
70 O -0.47692 -0.59244 5.31687
71 C -0.96453 -0.95369 6.47763
72 O -0.94161 -2.18735 6.87471
73 H -1.38825 -0.10839 7.02884

2.
A molecular structure, C28H36CsGeN2O8, computed with ωB97M-V with the def2-TZVPD basis set.

Kohn-Sham gap = 4.88 eV
Relative energy (zero: lowest compared OMol25 entry of this formula, charge and spin) = 2.601 eV
HOMO level = -0.1218 Ha
Net charge = -1

Positions of all 76 atoms, in Å:
1 Cs -0.97242 1.26981 1.16928
2 C -4.23176 -0.55029 2.05662
3 C -3.70111 -1.70086 1.48665
4 C -3.55828 -1.79307 0.10546
5 C -3.94969 -0.73496 -0.70575
6 C -4.48245 0.41632 -0.13444
7 C -4.62137 0.50958 1.24546
8 H -4.31218 -0.46073 3.13247
9 H -3.37834 -2.51736 2.12032
10 H -3.13205 -2.68521 -0.33694
11 H -3.82421 -0.79932 -1.78037
12 H -4.76725 1.24968 -0.76641
13 H -5.00854 1.41510 1.69710
14 O 1.22105 3.46496 6.35042
15 C 0.72875 2.92347 5.39075
16 C -0.62366 3.22191 4.77283
17 O -1.29003 4.22056 4.96208
18 C -0.93352 2.09374 3.86626
19 C 0.23590 1.25135 3.75099
20 O 0.34288 0.24386 2.97010
21 C 1.31339 1.77701 4.59751
22 O 2.47011 1.39179 4.63500
23 O -2.01635 1.94134 3.22407
24 C 2.08014 0.21695 -1.85285
25 C 1.07407 -0.30908 -0.84974
26 O -0.05287 0.15346 -0.79955
27 H 1.81415 1.22945 -2.16190
28 H 2.05904 -0.44387 -2.72642
29 H 3.09851 0.19632 -1.45519
30 O 0.65137 4.36475 -6.79433
31 C -0.10675 3.20714 -6.50708
32 N -0.67565 3.20521 -5.18178
33 C -1.71890 4.03558 -4.92185
34 O -2.22892 4.71283 -5.79661
35 C -2.24664 4.04741 -3.51254
36 C -3.13385 5.04247 -3.15059
37 C -3.60741 5.07947 -1.85108
38 C -3.16894 4.11069 -0.95994
39 N -2.33204 3.13738 -1.30356
40 C -1.88793 3.11035 -2.55849
41 H 0.03087 5.10341 -6.82305
42 H 0.56734 2.36268 -6.58712
43 H -0.91959 3.09395 -7.21643
44 H -0.09200 2.92208 -4.41264
45 H -3.43060 5.77239 -3.89357
46 H -4.29542 5.84765 -1.52636
47 H -3.49371 4.11536 0.07741
48 H -1.22925 2.27637 -2.79482
49 C 6.09517 -3.55419 0.90183
50 C 5.13762 -2.38697 0.69136
51 C 4.15292 -2.21383 1.84245
52 C 3.05432 -1.17925 1.57212
53 Ge 1.66511 -1.79974 0.36195
54 C 0.12839 -2.56530 1.27297
55 C 0.36336 -3.86689 2.06143
56 C 0.14193 -5.16667 1.28688
57 C 1.17646 -5.46254 0.19990
58 H 6.77682 -3.67777 0.05689
59 H 5.54099 -4.48979 1.02397
60 H 6.70149 -3.41134 1.80122
61 H 4.58900 -2.52558 -0.24508
62 H 5.70848 -1.45966 0.57958
63 H 4.70840 -1.90367 2.73383
64 H 3.71346 -3.18959 2.08857
65 H 3.48896 -0.25564 1.17784
66 H 2.52562 -0.88286 2.48521
67 H 2.27106 -2.77641 -0.68702
68 H -0.68638 -2.68326 0.54976
69 H -0.17988 -1.79121 1.98020
70 H -0.32261 -3.86591 2.91054
71 H 1.36764 -3.87517 2.50351
72 H -0.85737 -5.13970 0.83628
73 H 0.12825 -5.99337 2.00307
74 H 1.10339 -4.76423 -0.63347
75 H 1.04976 -6.47122 -0.20315
76 H 2.19375 -5.38735 0.59794

3.
A molecular structure, C28H36HoP2Si, computed with ωB97M-V with the def2-TZVPD basis set.

Kohn-Sham gap (alpha / beta) = 6.85 / 6.98 eV
Expectation value of S² = 6.005
Relative energy (zero: lowest compared OMol25 entry of this formula, charge and spin) = 0.895 eV
HOMO level (alpha / beta) = -0.3790 / -0.3796 Ha
Spin multiplicity = 5
Net charge = +1

Positions of all 68 atoms, in Å:
1 C -2.63831 -0.87106 0.09046
2 C -2.07630 -1.47578 1.25463
3 C -2.19269 -0.56591 2.36277
4 H -1.80544 -2.52241 1.34303
5 C -2.90757 0.56523 1.90440
6 C -3.21649 0.36629 0.52049
7 H -3.91255 0.95647 -0.04955
8 H -2.74040 -1.30789 -0.90602
9 H -1.97504 -0.79423 3.41560
10 H -3.36569 1.34309 2.53834
11 Ho -0.65277 0.45128 0.74085
12 C 1.66930 -0.53646 0.73162
13 H 1.44490 0.55324 0.57413
14 H 2.52561 -0.72870 0.04134
15 H 2.06593 -0.68167 1.74240
16 Si 0.73911 -2.66371 0.09843
17 C 1.73363 -3.70682 -1.05737
18 C 0.95417 -4.64821 -1.78170
19 H -0.13421 -4.65479 -1.70253
20 C 1.54239 -5.58409 -2.63067
21 H 0.94843 -6.40695 -3.07088
22 C 2.91810 -5.45674 -2.91129
23 H 3.38351 -6.18135 -3.58148
24 C 3.67256 -4.45212 -2.30055
25 H 4.74015 -4.38285 -2.51969
26 C 3.09338 -3.57810 -1.35020
27 H 3.72791 -2.81198 -0.85921
28 C 0.87251 -3.28756 1.90126
29 C 1.03568 -4.67387 2.12242
30 H 1.55544 -5.28458 1.37632
31 C 0.48240 -5.29025 3.25046
32 H 0.46325 -6.38342 3.33606
33 C -0.03079 -4.48139 4.27230
34 H -0.50922 -4.94456 5.13030
35 C 0.08095 -3.09351 4.19209
36 H -0.22709 -2.45848 5.01025
37 C 0.54571 -2.49902 3.01287
38 H 0.65456 -1.40839 2.97477
39 H 0.00951 -1.48699 -0.75044
40 H -0.41616 -3.55119 -0.04808
41 C 2.68491 2.96469 0.19553
42 P 0.97132 2.61278 -0.36531
43 C 1.19622 1.77645 -2.00501
44 C 0.32477 4.25690 -0.81754
45 C 1.14829 5.29056 -1.25958
46 C 0.59373 6.53527 -1.58851
47 C -0.77746 6.75342 -1.48290
48 C -1.61007 5.71022 -1.04380
49 C -1.07565 4.45226 -0.73017
50 P -2.05847 2.95666 -0.31207
51 C -3.55670 3.72553 0.42004
52 C -2.61169 2.51996 -2.04519
53 H 3.10707 2.11481 0.74524
54 H 2.61337 3.82262 0.88863
55 H 3.34475 3.21216 -0.65342
56 H 0.28682 1.89629 -2.61526
57 H 2.05961 2.25858 -2.49290
58 H 1.39583 0.70173 -1.88450
59 H 2.22671 5.13691 -1.33720
60 H 1.25228 7.33758 -1.92582
61 H -1.20816 7.72537 -1.75379
62 H -2.67895 5.89189 -0.97226
63 H -4.24323 4.09823 -0.36011
64 H -4.06160 2.99341 1.06211
65 H -3.24341 4.56869 1.04860
66 H -3.56153 3.04442 -2.25680
67 H -1.82882 2.83471 -2.75554
68 H -2.74833 1.42732 -2.12040

4.
A molecular structure, C28H36N13OSbTl, computed with ωB97M-V with the def2-TZVPD basis set.

Kohn-Sham gap = 6.80 eV
Relative energy (zero: lowest compared OMol25 entry of this formula, charge and spin) = 1.176 eV
HOMO level = -0.3758 Ha
Net charge = +1

Positions of all 80 atoms, in Å:
1 Tl -0.08379 0.18219 0.00672
2 N 2.69731 -1.79511 0.85902
3 C 3.21381 -0.80241 0.09892
4 N 4.45411 -0.91881 -0.33388
5 C 4.93941 0.12549 -1.01018
6 N 6.13331 0.01509 -1.58228
7 N 4.29651 1.30169 -1.10348
8 C 3.05331 1.30719 -0.67598
9 N 2.41571 0.23889 -0.19458
10 C 2.35051 2.59719 -0.67618
11 C 3.08711 3.76619 -0.85948
12 C 2.42611 4.98019 -0.80848
13 C 1.05731 4.97759 -0.58438
14 C 0.41401 3.76389 -0.38798
15 N 1.04201 2.59809 -0.43128
16 H 3.39251 -2.41921 1.24132
17 H 1.97851 -1.48151 1.49762
18 H 6.64721 -0.84251 -1.47858
19 H 6.54481 0.81469 -2.03398
20 H 4.14921 3.69579 -1.02738
21 H 2.96491 5.90689 -0.93898
22 H 0.50151 5.89969 -0.54198
23 H -0.64759 3.72899 -0.18318
24 C -0.82459 -0.11831 5.95212
25 N -0.12339 -0.02421 4.69742
26 C 1.17411 0.58309 4.57222
27 C 1.40141 0.51679 3.05922
28 O 2.40061 0.85849 2.47382
29 N 0.28641 -0.02941 2.49502
30 C -0.59209 -0.31751 3.47432
31 N -1.76889 -0.85061 3.22552
32 H -0.09289 -0.09151 6.75912
33 H -1.37179 -1.06011 6.02252
34 H -1.52509 0.71289 6.08322
35 H 1.94191 0.02629 5.11372
36 H 1.18611 1.61989 4.91682
37 H -1.94889 -1.12421 2.22632
38 H -2.39359 -1.09431 3.97392
39 N -1.95409 -1.41671 0.63982
40 C -2.97069 -1.68211 0.10682
41 C -4.13879 -1.97331 -0.49658
42 C -4.56799 -3.30391 -0.53978
43 N -4.85969 -4.41471 -0.54668
44 C -4.85879 -0.91841 -1.06178
45 N -5.38869 -0.01061 -1.52898
46 C 2.14351 -4.01301 -1.42508
47 Sb 0.40911 -2.86061 -0.77558
48 C -1.05629 -4.05391 -1.84118
49 C 0.12311 -3.84981 1.12022
50 H 1.79321 -4.84761 -2.02048
51 H 2.66691 -4.38511 -0.55208
52 H 2.83191 -3.42031 -2.01678
53 H -1.10559 -5.01881 -1.34738
54 H -0.74579 -4.19201 -2.87258
55 H -2.04289 -3.60521 -1.82308
56 H 0.54311 -4.84931 1.07332
57 H -0.94199 -3.91211 1.31512
58 H 0.60461 -3.28401 1.91022
59 C -1.59609 -0.60521 -3.09648
60 N -0.60929 0.34179 -2.58828
61 C 0.63121 0.26809 -3.35168
62 C -1.19589 1.67999 -2.64378
63 C -2.15439 1.94009 -1.50278
64 C -3.32239 2.66169 -1.73568
65 C -4.16649 2.99759 -0.69358
66 C -3.85429 2.62269 0.60052
67 C -2.70489 1.88029 0.85022
68 C -1.88019 1.54999 -0.20338
69 H -1.20339 -1.61921 -3.04178
70 H -1.85829 -0.38131 -4.13828
71 H -2.50379 -0.53821 -2.49688
72 H 1.01191 -0.75461 -3.33188
73 H 1.37911 0.91769 -2.89628
74 H 0.48731 0.56929 -4.39618
75 H -1.72149 1.82529 -3.59918
76 H -0.39579 2.42519 -2.58558
77 H -3.55819 2.95869 -2.74688
78 H -5.07169 3.54779 -0.89708
79 H -4.50599 2.88989 1.41862
80 H -2.46869 1.58669 1.86242

5.
C28H36N2O8 in the gas phase, computed with ωB97M-V with the def2-TZVPD basis set.

Kohn-Sham gap = 8.85 eV
SMILES = CCOc1cc(C(=O)OCC(=O)c2cc(C)n(C[C@@H]3CCCO3)c2C)ccc1OCC(=O)N1CCOCC1
Relative energy (zero: lowest compared OMol25 entry of this formula, charge and spin) = 0.000 eV
HOMO level = -0.2987 Ha

Positions of all 74 atoms, in Å:
1 C 4.91596 -3.58469 3.05724
2 C 3.96501 -2.43432 2.76696
3 O 4.72350 -1.39201 2.18360
4 C 4.07854 -0.25653 1.80576
5 C 2.72656 -0.01733 1.94516
6 C 2.16378 1.17488 1.48174
7 C 0.70456 1.34776 1.63931
8 O -0.02095 0.54476 2.17856
9 O 0.26763 2.51940 1.14812
10 C -1.13779 2.65966 1.10280
11 C -1.72925 1.71666 0.04382
12 O -0.99259 1.05963 -0.66320
13 C -3.17375 1.69851 -0.00756
14 C -4.07668 2.51455 0.73380
15 C -5.34283 2.15301 0.38474
16 C -6.64405 2.71859 0.83217
17 N -5.25839 1.14035 -0.54651
18 C -6.39597 0.44930 -1.08589
19 C -6.91389 -0.65519 -0.13696
20 C -6.37859 -2.06436 -0.42408
21 C -7.57132 -2.94614 -0.06154
22 C -8.73185 -2.06060 -0.50785
23 O -8.33268 -0.73037 -0.22876
24 C -3.95525 0.85570 -0.79282
25 C -3.51476 -0.18146 -1.75817
26 C 2.96552 2.13094 0.87845
27 C 4.32627 1.90772 0.74186
28 C 4.89348 0.72976 1.20009
29 O 6.21447 0.40262 1.11067
30 C 7.05829 1.20433 0.31616
31 C 6.63249 1.35513 -1.15062
32 O 6.64539 2.45507 -1.67447
33 N 6.28111 0.24201 -1.81897
34 C 6.26214 -1.12374 -1.34001
35 C 4.83685 -1.67910 -1.47038
36 O 4.37236 -1.58546 -2.79612
37 C 4.36767 -0.24424 -3.23206
38 C 5.77633 0.35296 -3.17562
39 H 5.37419 -3.93014 2.13453
40 H 5.70175 -3.25397 3.73051
41 H 4.37315 -4.40583 3.51636
42 H 3.17512 -2.75732 2.07507
43 H 3.49546 -2.08428 3.69603
44 H 2.06341 -0.73729 2.39653
45 H -1.33564 3.69981 0.83884
46 H -1.57564 2.42159 2.07831
47 H -3.81670 3.28338 1.43270
48 H -6.46706 3.43063 1.63324
49 H -7.31779 1.94357 1.19362
50 H -7.14146 3.24154 0.01395
51 H -6.13711 0.02595 -2.05821
52 H -7.21341 1.16108 -1.22645
53 H -6.66190 -0.36292 0.89383
54 H -5.48800 -2.28915 0.15784
55 H -6.15121 -2.17260 -1.48607
56 H -7.56193 -3.90879 -0.56645
57 H -7.61294 -3.10650 1.01610
58 H -9.66204 -2.25193 0.03019
59 H -8.91483 -2.17337 -1.58622
60 H -3.90027 0.02698 -2.75685
61 H -2.42958 -0.17901 -1.79510
62 H -3.85431 -1.17092 -1.45565
63 H 2.52911 3.04495 0.51137
64 H 4.93502 2.65832 0.26462
65 H 7.15302 2.21693 0.72800
66 H 8.03914 0.71998 0.36012
67 H 6.58785 -1.19023 -0.30524
68 H 6.93279 -1.71682 -1.97505
69 H 4.81695 -2.73860 -1.21093
70 H 4.16577 -1.12534 -0.79691
71 H 3.99519 -0.25633 -4.25718
72 H 3.69022 0.35299 -2.60313
73 H 5.76770 1.40741 -3.45214
74 H 6.43861 -0.20152 -3.84963

6.
2 unconnected molecules or ions with the total composition C28H36N4O3, computed with ωB97M-V with the def2-TZVPD basis set.

Kohn-Sham gap = 8.71 eV
SMILES = CNC(=O)[C@H](Cc1c[nH]c2ccccc12)NC(C)=O.CC(=O)[C@H]1CCCN(Cc2ccccc2)C1
Relative energy (zero: lowest compared OMol25 entry of this formula, charge and spin) = 0.600 eV
HOMO level = -0.3008 Ha

Positions of all 71 atoms, in Å:
1 C -1.53968 -6.55428 5.31339
2 N -0.99418 -5.38149 4.63248
3 C 0.29139 -5.01056 4.69415
4 O 1.13379 -5.66140 5.30700
5 C 0.69244 -3.74731 3.91382
6 C 1.49385 -4.14722 2.66926
7 C 0.72738 -5.00846 1.71504
8 C 0.62070 -6.35532 1.77943
9 N -0.22294 -6.80242 0.78103
10 C -0.70229 -5.75862 0.01889
11 C -1.56396 -5.69531 -1.08553
12 C -1.84911 -4.44280 -1.65598
13 C -1.27955 -3.27701 -1.11177
14 C -0.42422 -3.35143 0.00396
15 C -0.11107 -4.59430 0.59467
16 N 1.47722 -2.80028 4.71594
17 C 1.07208 -2.09946 5.77444
18 C -0.35040 -2.24319 6.28156
19 O 1.83529 -1.32847 6.33336
20 H -2.58697 -6.69363 5.04259
21 H -0.97344 -7.44295 5.02708
22 H -1.45998 -6.42585 6.39532
23 H -1.61954 -4.82921 4.06676
24 H -0.21469 -3.24949 3.57368
25 H 1.80139 -3.24412 2.13979
26 H 2.39850 -4.67668 2.97406
27 H 1.10834 -6.97614 2.52411
28 H -0.44057 -7.77716 0.63018
29 H -1.99100 -6.59696 -1.49780
30 H -2.49914 -4.37433 -2.51769
31 H -1.49488 -2.31542 -1.55565
32 H 0.01446 -2.44940 0.40478
33 H 2.44964 -2.68613 4.47936
34 H -1.05569 -2.10114 5.46718
35 H -0.47160 -3.22785 6.72842
36 H -0.52771 -1.48396 7.04154
37 C 2.06658 9.17358 -2.10510
38 C 2.12951 7.69007 -1.76162
39 O 3.12281 7.28398 -1.16989
40 C 1.00157 6.71560 -2.13527
41 C 0.07691 7.25468 -3.24677
42 C -0.99242 6.21408 -3.59104
43 C -0.35791 4.88160 -3.98730
44 N 0.56185 4.41440 -2.92978
45 C 1.07272 3.03647 -3.09944
46 C -0.03444 2.01288 -3.03022
47 C -0.96644 2.04631 -1.98184
48 C -1.98950 1.09507 -1.90885
49 C -2.08786 0.09952 -2.88495
50 C -1.15986 0.05366 -3.93038
51 C -0.13780 1.00591 -4.00239
52 C 1.61529 5.37786 -2.56397
53 H 2.08411 9.31330 -3.18858
54 H 1.15144 9.61336 -1.70139
55 H 2.92347 9.69823 -1.67245
56 H 0.39881 6.54788 -1.23812
57 H 0.66354 7.48234 -4.14330
58 H -0.41555 8.17600 -2.92006
59 H -1.61558 6.58026 -4.41225
60 H -1.64049 6.05714 -2.72297
61 H 0.19198 5.00001 -4.92686
62 H -1.15476 4.15134 -4.15932
63 H 1.59900 2.95965 -4.05669
64 H 1.79517 2.80416 -2.30980
65 H -0.89348 2.82644 -1.22886
66 H -2.70897 1.13410 -1.09678
67 H -2.88509 -0.63624 -2.83183
68 H -1.23296 -0.71909 -4.68952
69 H 0.57689 0.96132 -4.81855
70 H 2.28833 5.53319 -3.41480
71 H 2.20926 4.97065 -1.73790